Density functional theory data (ωB97M-V with the def2-TZVPD basis set) for one molecule with the formula C20H27FN2O2.

Computed properties:
SMILES: O=C(NC1CCCCCC1)[C@@H]1CCC(=O)N(Cc2ccccc2F)C1
HOMO: -9.353 eV
Kohn-Sham gap: 10.044 eV
Total charge: 0

Element x y z (Å)
O (-2.43, 1.49, 2.41)
C (-1.52, 1.35, 1.61)
N (-0.34, 0.81, 1.93)
C (-0.07, 0.25, 3.24)
C (-0.27, -1.28, 3.26)
C (0.22, -2.04, 2.02)
C (1.65, -1.75, 1.55)
C (2.62, -1.25, 2.63)
C (2.51, 0.25, 2.89)
C (1.32, 0.67, 3.74)
C (-1.68, 1.84, 0.16)
C (-3.06, 1.42, -0.36)
C (-3.30, 2.08, -1.71)
C (-2.17, 1.89, -2.70)
O (-2.35, 2.01, -3.90)
N (-0.93, 1.65, -2.19)
C (0.17, 1.45, -3.11)
C (0.51, -0.01, -3.25)
C (-0.21, -0.83, -4.11)
C (0.06, -2.18, -4.20)
C (1.05, -2.75, -3.42)
C (1.78, -1.96, -2.54)
C (1.49, -0.61, -2.47)
F (2.19, 0.15, -1.59)
C (-0.63, 1.32, -0.81)
H (0.38, 0.68, 1.24)
H (-0.81, 0.69, 3.91)
H (0.22, -1.67, 4.15)
H (-1.34, -1.48, 3.35)
H (0.13, -3.10, 2.26)
H (-0.47, -1.84, 1.19)
H (2.05, -2.67, 1.12)
H (1.65, -1.01, 0.74)
H (2.47, -1.81, 3.56)
H (3.63, -1.46, 2.29)
H (2.49, 0.77, 1.93)
H (3.41, 0.58, 3.41)
H (1.44, 0.27, 4.75)
H (1.33, 1.76, 3.83)
H (-1.64, 2.93, 0.19)
H (-3.09, 0.33, -0.47)
H (-3.83, 1.71, 0.35)
H (-4.21, 1.71, -2.18)
H (-3.42, 3.16, -1.58)
H (-0.15, 1.85, -4.08)
H (1.04, 2.01, -2.75)
H (-0.99, -0.38, -4.71)
H (-0.51, -2.80, -4.88)
H (1.26, -3.81, -3.48)
H (2.55, -2.37, -1.92)
H (0.35, 1.76, -0.59)
H (-0.56, 0.22, -0.72)